(1)
Here is a cluster of 11 separate species, C5H30NO11 in total in a non-equilibrium geometry from OMol25. Energies are from ωB97M-V with the def2-TZVPD basis set.

Structure (XYZ):
```
47
Properties=species:S:1:pos:R:3:forces:R:3:lowdin_charge:R:1
C 1.01090 0.84168 3.50770 0.8 -0.5 0.4 -0.2386
O 1.91438 1.83270 3.03091 0.0 0.1 -0.1 -0.0822
C 0.38837 -0.14120 2.48689 -1.4 -0.2 0.4 -0.1511
C 0.65974 0.05547 1.00067 -0.1 0.1 -0.2 -0.1601
C -0.44720 0.47286 0.04354 -0.4 0.6 -0.6 -0.5273
C -1.28484 1.51161 0.38434 -1.1 0.7 0.9 -0.0821
N -0.36243 -0.15369 -1.13055 0.7 -0.8 -0.6 0.0162
H 0.23542 1.34874 4.08612 -0.1 0.0 -0.2 0.1035
H 1.60177 0.26272 4.22897 -0.2 0.0 0.0 0.1050
H -0.68688 -0.13643 2.72199 -0.1 0.5 -0.6 0.0958
H 0.53363 -1.19879 2.73438 1.0 0.2 0.2 0.0988
H 1.44261 0.79967 0.83553 0.2 -0.2 -0.1 0.0932
H 1.03124 -0.86674 0.57124 0.3 0.1 0.1 0.0527
H -2.23931 1.78707 -0.06699 0.4 -0.4 -1.0 0.0271
H -1.37259 1.94481 1.37863 0.8 -0.3 0.3 0.0351
H 1.95216 1.83826 2.06962 -0.2 -0.1 0.1 0.0483
H -0.93791 0.22824 -1.87771 -0.3 0.4 0.4 0.0225
H 2.87512 -0.53582 -2.81616 -0.1 -0.2 0.5 0.0564
H 1.54499 -0.21327 -2.10588 -0.2 0.0 0.8 0.0159
O 2.46530 -0.51177 -1.93233 0.2 0.0 -1.1 -0.0880
H 0.67050 -2.04459 -2.38469 -0.1 0.0 0.1 -0.0139
H -0.71142 -2.64454 -2.39627 0.4 0.0 -0.1 0.0361
O 0.21703 -2.88108 -2.56345 -0.3 0.0 0.1 -0.0755
H -1.73000 -2.32951 0.57740 -0.4 -0.3 -0.6 -0.0087
H -2.95950 -1.56973 0.96563 -0.6 -0.3 -0.3 -0.0040
O -2.68410 -2.26001 0.34574 0.4 0.4 0.9 -0.0831
H -3.67570 -0.53479 -1.19349 -0.6 -0.2 -0.2 0.0110
H -2.54333 -1.05715 -1.86854 0.0 -0.3 -0.4 -0.0126
O -3.48311 -0.90746 -2.06547 0.5 0.5 0.4 -0.0852
H -2.72421 0.01262 1.76253 0.1 0.9 -0.3 -0.0106
H -3.87848 0.84868 1.12605 0.5 0.0 -0.1 0.0270
O -3.63627 0.30861 1.88237 -0.6 -0.6 0.6 -0.0707
H -0.08121 3.19521 -0.86609 -0.2 -0.1 -0.2 0.0127
H 1.38185 3.03463 -0.92935 0.3 0.0 -0.5 0.0128
O 0.66063 3.40334 -1.46530 -0.1 -0.1 0.7 -0.0874
H 3.09250 1.54722 -1.86385 -0.1 -0.5 0.2 0.0100
H 3.88563 1.44503 -0.53827 -0.2 -0.2 -0.2 0.0404
O 3.34754 2.03262 -1.07704 0.2 0.9 0.3 -0.0604
H -1.78684 2.76561 -3.14825 0.0 -0.1 -0.2 0.0257
H -0.29926 2.60998 -2.99456 -0.1 0.0 -0.3 -0.0048
O -1.01816 2.46181 -3.64545 0.2 0.1 0.5 -0.0909
H -0.37586 -3.84792 -0.02736 -0.2 -0.1 0.5 0.0755
H 0.27586 -2.59101 -0.33286 -0.2 0.6 0.2 0.0231
O -0.16538 -3.01634 0.42590 0.8 -0.6 -0.7 -0.0653
H 3.02708 -2.08145 0.40892 -0.4 0.0 0.0 0.0207
H 1.96268 -2.60100 1.43075 0.0 0.1 -0.4 -0.0002
O 2.90707 -2.46490 1.28408 0.4 -0.2 0.3 -0.0625
```
Forces are in eV/Å.

HOMO-LUMO gap	6.605	eV
ΔE to the lowest compared entry with this formula, charge and spin	2.328	eV
multiplicity	1
E_LUMO	2.556	eV
total energy	-1090.9124	a.u.
total charge	-1

=====

(2)
Here is a structure of composition C4H11N3S in a non-equilibrium geometry from OMol25. Energies are from ωB97M-V with the def2-TZVPD basis set.

Structure (XYZ):
```
19
Properties=species:S:1:pos:R:3:forces:R:3:lowdin_charge:R:1
C 0.98037 -1.86797 -0.03832 -1.5 -3.7 -0.2 -0.1124
C 0.70869 -0.85841 -1.10222 -3.4 0.9 1.1 -0.5159
C -0.79921 -0.81965 -1.67809 1.3 -0.7 -1.1 -0.0722
C -0.70082 1.67521 0.60206 -0.9 0.2 -0.5 -0.4556
H 1.09089 -2.93855 -0.56139 -0.3 2.0 1.3 0.1087
H 0.03117 -1.92490 0.65366 2.3 0.1 -0.9 0.1064
H 1.95162 -1.68420 0.46083 -0.8 0.0 0.1 0.0686
H 1.32922 -1.00652 -1.95152 0.8 0.3 -0.7 0.1126
H -1.64103 -0.70472 -0.89031 1.5 -0.7 -1.5 0.0908
H -0.86179 0.00767 -2.46142 0.1 -0.7 1.4 0.0761
H -0.74581 -1.73838 -2.35912 -1.2 0.7 1.3 0.0782
H 1.97758 0.52994 -0.20125 -3.0 -0.3 -1.0 0.1531
H -0.71870 2.39506 -0.20903 -0.5 -0.1 -0.5 0.1204
H -1.41203 3.11174 1.70959 -2.0 -4.6 -0.2 0.1878
H 0.47489 1.42839 2.97912 -3.3 -0.3 0.7 -0.0437
N 0.91919 0.45252 -0.56165 3.6 3.9 1.8 -0.0861
N 0.15664 0.79543 0.68923 2.0 -3.6 -1.0 -0.0163
N -1.69711 1.81930 1.59900 3.1 6.0 2.5 -0.3275
S -1.04376 1.32804 3.32083 2.2 0.4 -2.5 0.5270
```
Forces are in eV/Å.

HOMO-LUMO gap	8.789	eV
ΔE to the lowest compared entry with this formula, charge and spin	5.469	eV
multiplicity	1
E_LUMO	0.401	eV
total energy	-721.2676	a.u.

=====

(3)
Here is an isolated molecule of C4H5FN2 in a non-equilibrium geometry from OMol25. Energies are from ωB97M-V with the def2-TZVPD basis set.

Structure (XYZ):
```
12
Properties=species:S:1:pos:R:3:forces:R:3:lowdin_charge:R:1
F 3.05868 -0.61272 -0.20307 -2.1 1.7 1.3 -0.0779
C 2.04250 0.33740 0.15044 -1.3 0.9 -2.5 -0.0320
C 0.67360 0.00944 -0.02943 5.1 2.2 0.3 -0.2679
C -0.59652 0.90159 -0.16713 -0.8 -1.7 2.8 -0.1011
N -1.68041 -0.13141 -0.16835 7.2 -2.4 -4.3 0.0215
C -0.84535 -1.38424 -0.11567 -3.5 2.1 1.5 -0.1278
N 0.42075 -1.33847 0.02341 -2.3 -0.4 -1.1 0.1073
H 2.45488 1.41721 0.09948 -0.7 -2.1 0.3 0.1225
H -0.69249 1.72273 -0.83055 0.3 0.1 -1.4 0.0996
H -0.80572 1.32318 0.78531 0.6 1.1 1.1 0.0993
H -2.46053 -0.11862 0.35824 -2.8 0.3 2.3 0.0527
H -1.56940 -2.12609 0.09732 0.3 -1.9 -0.3 0.1037
```
Forces are in eV/Å.

HOMO-LUMO gap	8.913	eV
ΔE to the lowest compared entry with this formula, charge and spin	3.221	eV
structure (SMILES)	F/C=C1/CNC=N1
multiplicity	1
E_LUMO	0.686	eV
total energy	-364.6850	a.u.